A molecular structure, C24H26MnN5, computed with ωB97M-V/def2-TZVPD.

* orbital gap (spin up / spin down): 7.23 / 7.07 eV
* highest occupied orbital energy (spin up / spin down): -0.389 / -0.383 Ha
* net charge: +1
* energy above the lowest of the compared OMol25 structures with the same formula, charge and spin: 0.0 kcal per mole
* spin multiplicity: 2

XYZ file:
```
56
C24H26MnN5 (ωB97M-V/def2-TZVPD)
Mn 0.473 -0.283 -0.532
N -0.546 3.672 0.896
N -1.465 -0.608 -0.529
N 0.081 -0.942 -2.452
N -2.254 0.071 0.376
N -0.458 1.515 0.016
C -1.712 3.435 1.629
C 0.836 -1.796 1.012
C -4.006 2.871 3.061
C 2.493 -0.951 -0.351
C 0.606 0.152 2.709
C 3.625 -0.879 -1.331
C -2.261 4.419 2.444
C 2.977 1.283 0.871
C 0.941 -1.047 -3.469
C 0.025 2.709 0.167
C -3.461 1.903 2.247
C -2.020 -1.281 -1.462
C -2.300 2.177 1.518
C 1.591 -3.339 -0.924
C 1.172 -0.505 1.488
C 1.626 -2.069 -0.131
C 2.212 0.015 0.649
C -1.686 1.202 0.628
C 0.672 -1.784 -4.607
C -0.535 -2.464 -4.699
C -1.441 -2.358 -3.660
C -0.200 -2.703 1.594
C -3.406 4.129 3.157
C -1.108 -1.584 -2.557
H 2.021 -3.204 -1.917
H 1.400 -1.822 -5.405
H 0.677 1.240 2.653
H -2.399 -2.860 -3.691
H -0.768 -3.060 -5.571
H 1.876 -0.517 -3.356
H 2.395 2.015 1.434
H 3.504 -1.594 -2.144
H -3.841 4.885 3.796
H 3.292 1.738 -0.070
H -4.903 2.660 3.627
H 0.571 -3.705 -1.051
H 2.161 -4.126 -0.426
H 3.881 1.094 1.454
H -1.792 5.392 2.518
H 3.730 0.116 -1.766
H 0.958 2.962 -0.320
H 1.147 -0.157 3.606
H -0.105 4.577 0.946
H -0.443 -0.108 2.855
H -3.090 -1.456 -1.502
H -1.013 -2.143 2.056
H 4.571 -1.118 -0.839
H 0.242 -3.341 2.363
H -3.914 0.926 2.153
H -0.631 -3.356 0.836
```


A molecular structure, C47H55IrN7O4PSe at a distorted geometry, computed with ωB97M-V/def2-TZVPD.

* orbital gap (spin up / spin down): 5.61 / 6.75 eV
* highest occupied orbital energy (spin up / spin down): -0.531 / -0.571 Ha
* net charge: +3
* energy above the lowest of the compared OMol25 structures with the same formula, charge and spin: 61.8 kcal per mole
* spin multiplicity: 2

XYZ file:
```
116
C47H55IrN7O4PSe (ωB97M-V/def2-TZVPD)
Ir -1.231 -0.501 0.221
Se 0.842 -0.159 1.449
P -1.779 1.526 -1.593
O -1.558 -1.456 3.983
O -0.764 -0.100 -2.055
O 1.008 -0.724 -3.286
O -1.958 -1.464 1.786
N -1.067 0.554 6.033
N -2.110 0.992 1.482
N 1.159 -0.005 6.112
N 2.533 -2.234 0.408
N 0.435 1.980 7.055
N -1.005 -2.349 -0.582
N 2.640 -0.402 -0.782
C -3.026 5.254 0.787
C 2.884 -2.750 2.836
C -4.936 0.425 -3.932
C 0.006 1.431 -3.624
C -1.972 -3.921 -2.376
C -3.207 1.171 3.679
C -2.322 2.988 -0.657
C -0.863 2.283 -2.950
C 0.160 0.839 6.425
C -3.670 3.297 -0.466
C -1.681 4.929 0.625
C -2.544 -5.152 -2.047
C 4.929 1.661 -0.361
C 5.463 2.181 -1.696
C -1.833 -0.882 2.951
C 3.373 -2.501 -0.661
C -2.002 0.617 2.911
C -4.013 4.447 0.240
C -2.455 -4.259 -4.697
C 4.416 -2.748 2.858
C -3.334 0.926 5.187
C 3.425 1.878 -0.190
C 0.165 0.088 -3.019
C 2.564 1.026 -1.119
C -1.328 3.791 -0.084
C 2.245 -3.161 1.514
C 3.434 -1.341 -1.422
C -5.546 -0.547 -3.151
C 2.088 -0.977 0.291
C -3.792 1.075 -3.482
C -5.018 -0.887 -1.911
C 4.805 -3.590 -2.183
C -3.072 -5.930 -3.058
C -1.026 3.594 -3.387
C 4.840 -2.419 -2.974
C -1.443 -3.063 -1.373
C -1.921 -3.466 -3.699
C 4.075 -3.655 -1.022
C -3.021 -5.488 -4.376
C 5.063 -1.528 2.199
C 0.519 3.153 -5.194
C -2.226 1.447 6.096
C -0.328 4.021 -4.510
C -3.271 0.756 -2.235
C -3.888 -0.228 -1.457
C 4.171 -1.279 -2.606
C 0.698 1.851 -4.747
H 2.883 1.134 -2.153
H 1.346 1.158 -5.268
H 6.129 -1.502 2.425
H -1.929 2.463 5.817
H 1.040 3.498 -6.077
H 2.516 -1.758 3.120
H 5.170 0.599 -0.252
H -1.214 -0.323 5.529
H -3.312 1.821 -4.104
H -3.217 2.252 3.503
H -1.461 -2.511 -3.921
H 4.197 -0.390 -3.219
H 4.976 -1.540 1.111
H -3.304 6.139 1.343
H -3.086 0.961 1.189
H 5.409 -2.426 -3.894
H 3.187 2.926 -0.392
H -2.567 -5.486 -1.018
H -3.421 -6.113 -5.164
H 3.130 1.673 0.843
H -5.056 4.712 0.355
H -3.527 -6.882 -2.823
H 5.141 1.566 -2.538
H 6.551 2.176 -1.696
H -0.458 5.035 -4.865
H 5.360 -4.459 -2.507
H 2.511 -3.459 3.578
H -5.348 0.675 -4.900
H 1.362 2.171 7.398
H -3.466 -0.141 5.381
H 0.918 -0.906 5.729
H -2.610 1.471 7.117
H -3.482 -0.500 -0.473
H -5.485 -1.655 -1.310
H 4.791 -3.666 2.397
H 5.440 2.186 0.447
H 5.133 3.206 -1.875
H 2.617 -4.136 1.209
H 4.055 -4.558 -0.428
H 4.624 -0.599 2.575
H -0.305 2.568 7.402
H -1.790 1.947 1.324
H -1.692 4.274 -2.872
H 1.163 -3.233 1.623
H -1.060 1.015 3.302
H 1.521 1.333 -1.050
H 2.034 0.054 6.608
H -2.430 -3.923 -5.724
H -4.112 0.765 3.216
H -4.445 2.674 -0.894
H 4.731 -2.778 3.902
H -6.436 -1.046 -3.511
H -4.257 1.419 5.493
H -0.280 3.540 -0.223
H -0.914 5.563 1.050
```